Entry 1
Here is a structure of composition C15H29CsF2N2O4S2 from the OMol25 dataset. Energies are from wB97M-V/def2-TZVPD.

Geometry (Å):
Cs 1.7917 0.2869 0.5278
C -0.3074 -3.1215 2.4110
C -0.4478 -1.6867 2.8326
C -1.4153 -0.8568 2.2792
C -1.5004 0.4933 2.6156
C -2.5108 1.3921 1.9633
C -0.5850 1.0039 3.5271
C 0.3968 0.1970 4.0974
C 1.4236 0.7908 5.0252
C 0.4531 -1.1448 3.7471
H -0.2062 -3.7754 3.2808
H 0.5981 -3.2443 1.8127
H -1.1614 -3.4474 1.8181
H -2.1084 -1.2679 1.5517
H -3.3909 0.8343 1.6418
H -2.0560 1.8562 1.0848
H -2.8264 2.1852 2.6439
H -0.6197 2.0608 3.7719
H 2.2411 1.2482 4.4618
H 1.8588 0.0273 5.6716
H 0.9872 1.5705 5.6521
H 1.2448 -1.7731 4.1413
N -2.6629 1.2425 -2.1566
C -1.8095 1.0256 -3.3244
C -0.8388 -0.1097 -3.0479
C -1.4927 -1.4853 -2.9255
C -0.5460 -2.4999 -2.2933
N -0.7057 -2.4889 -0.8376
H -3.1777 2.1060 -2.2846
H -2.0385 1.4432 -1.3691
H -1.2337 1.9231 -3.5842
H -2.4433 0.7667 -4.1854
H -0.2979 0.1426 -2.1298
H -0.0847 -0.1426 -3.8435
H -1.8108 -1.8263 -3.9174
H -2.3962 -1.4127 -2.3148
H 0.4817 -2.2608 -2.6067
H -0.7460 -3.5153 -2.6516
H -0.7335 -1.5236 -0.5266
H 0.0967 -2.9223 -0.3913
O 1.7697 2.2107 -1.2387
S 0.5433 2.8018 -0.6110
O 0.9221 3.5224 0.6066
O -0.3402 1.6490 -0.2616
S -0.3852 4.0023 -1.9303
F 4.4683 -2.6424 1.1841
C 3.0555 -2.7085 1.4989
F 2.5563 -3.5343 0.3822
H 3.0786 -3.4850 2.3002
C 2.3745 2.6366 -4.3509
O 3.3047 2.9909 -3.3533
H 2.7610 2.9825 -5.3151
H 1.3979 3.0952 -4.1689
H 2.2308 1.5483 -4.4133
H 2.8431 2.8398 -2.4974

The lowest unoccupied orbital energy comes out at 3.954 eV. The charge is -2. The spin multiplicity is 1. Its molar mass is 536.442 g mol⁻¹. As for the frontier orbital gap: 5.26 eV.

natural (NBO) population analysis, charges in e, atoms 1 to 5: 0.925 -0.651 -0.028 -0.209 0.009

***

Entry 2
Here is a structure of composition C15H29CsF2N2O4S2 from the OMol25 dataset. Energies are from wB97M-V/def2-TZVPD.

Geometry (Å):
Cs 1.8994 -0.8067 0.4748
C -2.1306 -1.9053 -2.4985
C -1.6696 -2.2963 -1.1163
C -0.7122 -3.2892 -0.9474
C -0.3336 -3.7127 0.3266
C 0.7215 -4.7835 0.4738
C -0.9160 -3.1129 1.4336
C -1.8614 -2.0976 1.2960
C -2.4261 -1.4163 2.5176
C -2.2257 -1.6991 0.0157
H -2.2570 -0.8269 -2.5839
H -3.0926 -2.3768 -2.7277
H -1.4012 -2.2167 -3.2460
H -0.2288 -3.7155 -1.8211
H 1.5792 -4.5665 -0.1674
H 0.3320 -5.7600 0.1724
H 1.0633 -4.8608 1.5069
H -0.6043 -3.4089 2.4312
H -3.3306 -0.8567 2.2741
H -1.6839 -0.7192 2.9121
H -2.6560 -2.1405 3.3028
H -2.9434 -0.8924 -0.0998
N -1.8537 1.6760 1.0288
C -1.5797 2.9481 0.3441
C -1.1615 2.7319 -1.1119
C 0.3279 2.4346 -1.2449
C 0.7536 1.9167 -2.6124
N 0.0523 0.6719 -2.9374
H -1.7891 1.8432 2.0318
H -1.0693 1.0443 0.8794
H -0.8027 3.5245 0.8664
H -2.4940 3.5495 0.3751
H -1.3934 3.6176 -1.7128
H -1.7448 1.9040 -1.5243
H 0.6301 1.7031 -0.4928
H 0.8973 3.3379 -1.0124
H 1.8432 1.7905 -2.6230
H 0.5054 2.6671 -3.3723
H 0.1393 0.0351 -2.1513
H 0.5365 0.1820 -3.6806
O 2.1694 1.3330 2.0578
S 1.3114 0.7746 3.1616
O 2.1419 0.1294 4.1760
O 0.3979 -0.2096 2.5151
S 0.2297 2.2594 3.9629
F 1.2335 -2.0923 -3.5376
C 2.4840 -1.8899 -2.7892
F 2.7742 -3.2650 -2.4100
H 3.2053 -1.7877 -3.6218
C 2.7116 4.4274 1.8674
O 3.7776 3.5151 2.0384
H 3.0870 5.4333 2.0733
H 1.8827 4.2061 2.5442
H 2.3224 4.4138 0.8417
H 3.3517 2.6349 2.1412

The lowest unoccupied orbital energy comes out at 4.008 eV. The charge is -2. The spin multiplicity is 1. Its molar mass is 536.442 g mol⁻¹. As for the frontier orbital gap: 5.45 eV.

Mulliken population analysis, charges in e, atoms 1 to 5: 1.322 -1.509 0.711 -0.293 0.497

***

Ordering by calculated energy gives the sequence entry 2, entry 1, with the first entry being the most stable.

***

Entry 1
Here is a structure of composition C2H2BrI from the OMol25 dataset. Energies are from wB97M-V/def2-TZVPD.

Geometry (Å):
C 0.6417 1.1363 -0.0624
C -0.5208 -1.2713 -0.0738
Br -2.1530 -0.6995 -0.5941
I -0.2021 -1.7426 1.8946
H 1.4767 0.5386 -0.5975
H 0.7575 2.0385 -0.5667

The lowest unoccupied orbital energy (alpha / beta) comes out at -1.383 / -1.623 eV. The spin multiplicity is 1. Its molar mass is 232.846 g mol⁻¹. As for the frontier orbital gap (alpha / beta): 7.12 / 6.89 eV.

natural (NBO) population analysis, charges in e, atoms 1 to 5: -0.137 -0.450 0.180 0.241 0.097

***

Entry 2
Here is a structure of composition C2H2BrI from the OMol25 dataset. Energies are from wB97M-V/def2-TZVPD.

Geometry (Å):
C -0.2907 -1.1129 0.5140
C -0.0923 0.8367 -0.2639
Br -1.4671 1.7732 -0.7436
I 1.7856 1.1142 -1.1946
H 0.6216 -1.4691 0.1740
H -0.5572 -1.1421 1.5141

The lowest unoccupied orbital energy (alpha / beta) comes out at -0.482 / -0.795 eV. The spin multiplicity is 1. Its molar mass is 232.846 g mol⁻¹. As for the frontier orbital gap (alpha / beta): 8.95 / 7.18 eV.

natural (NBO) population analysis, charges in e, atoms 1 to 5: -0.163 -0.539 0.229 0.187 0.139

***

Ordering by calculated energy gives the sequence entry 2, entry 1, with the first entry being the most stable.

***

Entry 1
Here is a cluster of 2 separate species, C6H18N2O in total from the OMol25 dataset. Energies are from wB97M-V/def2-TZVPD.

Geometry (Å):
C -0.9641 0.6057 0.2402
C -0.7073 1.2676 1.6007
C -1.6738 -0.7353 0.5109
C 1.1401 1.5572 -0.5527
N 0.3181 0.3588 -0.4378
N -1.7940 1.5209 -0.5487
H 1.8101 -0.8938 0.4488
H -2.5626 1.8696 0.0076
H -2.1903 1.0441 -1.3493
H -1.6105 1.2271 2.2063
H -1.9732 -1.2342 -0.4083
H -1.0290 -1.3928 1.0876
H 0.0855 0.7405 2.1241
H -0.4362 2.3119 1.4756
H -2.5775 -0.5528 1.0905
H 2.0200 1.3110 -1.1473
H 1.4778 1.8811 0.4269
H 0.6074 2.3798 -1.0406
C 2.1919 -1.9727 0.5871
C 0.1839 -0.2548 -1.8142
O 1.0950 -2.8473 0.7226
H 0.4718 -2.6281 0.0224
H 2.8035 -2.0932 1.4830
H 2.8063 -2.2423 -0.2820
H -0.2375 0.4600 -2.5276
H -0.4329 -1.1469 -1.7721
H 1.1776 -0.5412 -2.1535

Its SMILES is CN(C)C(C)(C)N.CO. The lowest unoccupied orbital energy comes out at 0.842 eV. The spin multiplicity is 1. Its molar mass is 134.223 g mol⁻¹. As for the frontier orbital gap: 9.55 eV.

natural (NBO) population analysis, charges in e, atoms 1 to 5: 0.282 -0.627 -0.637 -0.425 -0.468

***

Entry 2
Here is a cluster of 2 separate species, C6H18N2O in total from the OMol25 dataset. Energies are from wB97M-V/def2-TZVPD.

Geometry (Å):
C -2.0146 -0.5446 -0.5824
N -0.8648 -0.7444 0.3031
C 0.3516 1.0714 2.6332
C 1.0057 0.3516 1.4738
C 0.2201 0.2369 0.1779
C 1.2045 -0.0244 -0.9674
N 0.5742 -0.1959 -2.2666
C 1.5307 -0.1273 -3.4178
H -2.8203 0.0134 -0.0929
H -1.7651 0.1513 -1.3895
H -2.3526 -1.5094 -0.9406
H -0.4447 -1.6461 0.1467
H -0.3300 0.4766 3.2458
H 1.0322 1.5753 3.3127
H -0.3532 1.8032 2.2035
H 1.9729 0.8304 1.2953
H 1.2877 -0.6510 1.8360
H -0.2651 1.2210 0.1012
H 1.7667 -0.9576 -0.7968
H 1.9899 0.7461 -0.8874
H -0.1045 0.5419 -2.3586
H 2.4564 0.3860 -3.1953
H 0.9953 0.4681 -4.1722
H 1.4697 -1.1143 -3.8677
H -1.6803 -1.1375 2.2329
H -2.5900 -0.1631 2.9775
O -2.2724 -1.0577 2.9956

Its SMILES is CC[C@@H](CNC)NC.O. The lowest unoccupied orbital energy comes out at 0.895 eV. The spin multiplicity is 1. Its molar mass is 134.223 g mol⁻¹. As for the frontier orbital gap: 9.91 eV.

natural (NBO) population analysis, charges in e, atoms 1 to 5: -0.398 -0.659 -0.617 -0.401 -0.056

***

Ordering by calculated energy gives the sequence entry 1, entry 2, with the first entry being the most stable.

***

Entry 1
Here is a cluster of 3 separate species, C5H12N2O3 in total from the OMol25 dataset. Energies are from wB97M-V/def2-TZVPD.

Geometry (Å):
C -0.3407 -1.8406 2.0596
C 0.1965 -1.6309 0.6503
O -0.6142 -2.2643 -0.3192
C 0.3677 -0.1434 0.3099
C 1.1218 0.0825 -1.0151
N 0.3809 1.1445 -1.6978
C -0.9056 1.4534 -0.9577
O -1.9248 1.7199 -1.6115
N -0.9184 0.4886 0.0664
H -0.4552 -2.9130 2.2640
H 0.3470 -1.4136 2.8029
H -1.3243 -1.3627 2.1815
H 1.1883 -2.1025 0.5726
H -1.3102 -1.6393 -0.5614
H 0.9099 0.3403 1.1394
H 2.1508 0.4128 -0.8362
H 1.1560 -0.8260 -1.6287
H 0.2051 0.9797 -2.6844
H -1.4974 0.7281 0.8615
H 0.8762 2.4897 -1.3559
O 0.0408 3.2215 -0.5698
H 0.3497 3.0755 0.3294

The lowest unoccupied orbital energy comes out at 0.426 eV. The spin multiplicity is 1. Its molar mass is 148.162 g mol⁻¹. As for the frontier orbital gap: 10.25 eV.

natural (NBO) population analysis, charges in e, atoms 1 to 5: -0.633 0.096 -0.720 -0.077 -0.235

***

Entry 2
Here is a cluster of 2 separate species, C5H12N2O3 in total from the OMol25 dataset. Energies are from wB97M-V/def2-TZVPD.

Geometry (Å):
C -1.0967 1.7162 -0.6398
C 2.2630 0.9132 0.8349
N -0.1952 0.9446 0.1989
C 1.2165 0.6785 -0.2273
O -0.4394 1.2218 1.5586
O 1.5056 0.8012 -1.4196
H -0.9428 0.4101 1.8250
H -0.9665 2.7781 -0.4228
H -2.1267 1.4318 -0.4111
H -0.8778 1.5225 -1.6909
H 3.0109 1.6130 0.4537
H 1.8985 1.3099 1.7822
H 2.7596 -0.0389 1.0383
C -1.4971 -1.6621 -1.0551
C -0.7990 -1.3757 0.2480
N 0.6156 -1.7394 0.2063
O -1.3759 -1.2478 1.3290
H 1.0325 -1.9072 1.1147
H 1.0239 -2.1781 -0.6097
H -1.6849 -2.7350 -1.1326
H -2.4421 -1.1152 -1.0816
H -0.8821 -1.3413 -1.8991

Its SMILES is CC(=O)N(C)O.CC(N)=O. The lowest unoccupied orbital energy comes out at 0.730 eV. The spin multiplicity is 1. Its molar mass is 148.162 g mol⁻¹. As for the frontier orbital gap: 9.80 eV.

natural (NBO) population analysis, charges in e, atoms 1 to 5: -0.423 -0.727 -0.230 0.724 -0.577

***

Ordering by calculated energy gives the sequence entry 2, entry 1, with the first entry being the most stable.

***

Entry 1
Here is the molecule C10H15NO2 from the OMol25 dataset. Energies are from wB97M-V/def2-TZVPD.

Geometry (Å):
C -0.2359 0.5237 -1.4340
C 0.7794 -0.1605 -0.6060
C -0.7081 -0.0527 -2.4837
C 0.5778 -0.4958 0.6234
C -0.5569 -0.0938 1.4493
C -0.6298 1.9318 -1.0023
C 2.0943 -0.5414 -1.3338
C -1.2094 -0.6010 -3.5722
C 1.6628 -1.1339 1.5017
C -1.9135 -0.6678 1.3608
N -0.2342 0.7793 2.3101
O 0.8731 1.3864 2.5089
O -1.2595 1.0440 3.3519
H -1.6349 2.0349 -1.2135
H 0.0525 2.4087 -1.6447
H -0.4861 2.2047 0.0069
H 2.9433 -0.4745 -0.7271
H 2.3274 0.0988 -2.2731
H 2.1655 -1.5165 -1.7550
H -0.5526 -0.7987 -4.5021
H -2.1376 -1.1980 -3.4480
H -0.8115 1.8191 3.7819
H 1.1915 -1.8391 2.1896
H 1.8868 -0.3392 2.2049
H 2.5775 -1.6577 0.9016
H -2.5198 -1.0033 2.2484
H -1.7702 -1.6190 0.7980
H -2.4722 -0.0385 0.7582

The lowest unoccupied orbital energy comes out at 0.623 eV. The spin multiplicity is 1. Its molar mass is 181.235 g mol⁻¹. As for the frontier orbital gap: 9.49 eV.

natural (NBO) population analysis, charges in e, atoms 1 to 5: -0.109 0.036 0.090 -0.028 0.179

***

Entry 2
Here is a cluster of 2 separate species, C10H15NO2 in total from the OMol25 dataset. Energies are from wB97M-V/def2-TZVPD.

Geometry (Å):
C -0.0910 -0.6256 1.8586
C -1.3833 -1.3265 2.3207
C 1.1373 -1.4378 2.2357
O 2.0683 -1.0154 2.8884
N 1.2647 -2.6156 1.5374
H -0.1013 -0.4430 0.7919
H 0.0118 0.3525 2.3242
H -1.2465 -2.3768 2.5685
H 2.0690 -3.2266 1.4858
H 0.4589 -2.8582 0.9880
H -2.1701 -1.2338 1.5651
H -1.8473 -0.8340 3.1767
C 0.3984 3.4319 -0.7308
C 0.8894 -0.2595 -1.4839
C 1.1494 1.0368 -1.0684
C -0.3077 -0.6464 -2.0663
C 0.2068 2.0605 -1.2786
C -1.2114 0.3867 -2.3435
C -0.9488 1.6822 -1.9501
O -0.6564 -1.9243 -2.4561
H 1.6994 -0.9520 -1.2701
H 2.1484 1.2557 -0.7238
H -0.9413 -2.3808 -1.6829
H -2.1272 0.1233 -2.8583
H 1.2644 3.4712 -0.0766
H -0.4475 3.7020 -0.0844
H -1.6490 2.4955 -2.1305
H 0.3625 4.1578 -1.5370

Its SMILES is Cc1ccc(O)cc1.CCC(N)=O. The lowest unoccupied orbital energy comes out at 0.442 eV. The spin multiplicity is 1. Its molar mass is 181.235 g mol⁻¹. As for the frontier orbital gap: 9.44 eV.

natural (NBO) population analysis, charges in e, atoms 1 to 5: -0.519 -0.622 0.679 -0.603 -0.842

***

Entry 3
Here is a cluster of 2 separate species, C10H15NO2 in total from the OMol25 dataset. Energies are from wB97M-V/def2-TZVPD.

Geometry (Å):
C -0.1205 2.5580 -0.8840
C -0.3492 2.1596 0.5734
C -1.3607 2.4409 -1.7501
O -2.3039 3.1907 -1.6480
N -1.2855 1.5056 -2.7536
H 0.1137 3.6340 -0.8854
H 0.7865 2.2793 -1.4333
H -0.0470 1.1234 0.7695
H -1.4298 2.0349 0.6984
H -2.0433 1.5898 -3.4179
H -0.8428 0.6132 -2.6236
H 0.0441 2.8519 1.2945
C 2.1753 0.3653 2.3455
C 1.0168 -1.8523 2.1766
C 1.5502 -0.7505 1.5481
C 0.1639 -2.7444 1.4955
C 1.3089 -0.5937 0.1700
C -0.0616 -2.5121 0.1671
C 0.5908 -1.5081 -0.5641
O -0.8200 -3.3588 -0.6139
H 1.2457 -2.0769 3.2116
H -0.1385 -3.6336 2.0306
H 2.6178 -0.0425 3.2536
H 1.4725 1.1517 2.6160
H 1.6447 0.3716 -0.1918
H 0.5811 -1.5605 -1.6372
H -1.4080 -3.8945 -0.0633
H 2.9512 0.7799 1.6967

Its SMILES is Cc1ccc(O)cc1.CCC(N)=O. The lowest unoccupied orbital energy comes out at 0.729 eV. The spin multiplicity is 1. Its molar mass is 181.235 g mol⁻¹. As for the frontier orbital gap: 9.38 eV.

natural (NBO) population analysis, charges in e, atoms 1 to 5: -0.528 -0.619 0.682 -0.604 -0.841

***

Entry 4
Here is the molecule C10H15NO2 from the OMol25 dataset. Energies are from wB97M-V/def2-TZVPD.

Geometry (Å):
C -0.8489 1.8148 -0.1982
C 0.4915 1.6774 0.0550
C -1.1009 -0.5294 -0.1975
C -1.7357 0.6334 -0.0994
C 0.3782 -0.7528 -0.4165
C 1.1268 0.3545 0.4400
C -3.2313 0.7050 0.2204
C 0.9506 -2.2258 -0.0809
C 0.4829 -0.4642 -1.9056
C 0.7921 0.2345 1.8991
N 2.6064 0.3288 0.0709
O 2.7929 0.5807 -1.1257
O 3.4652 0.1319 0.8703
H -1.4238 2.7815 -0.3388
H 1.0998 2.6409 -0.1170
H -1.7214 -1.4741 -0.3831
H -3.8663 1.0518 -0.6336
H -3.4145 1.2702 1.2188
H -3.6194 -0.2348 0.4475
H 1.9437 -2.1239 -0.5569
H 0.3633 -3.2206 -0.3617
H 1.0737 -2.4366 1.0477
H 1.4336 -0.8430 -2.3830
H 0.5104 0.6317 -2.0288
H -0.4423 -0.9174 -2.4053
H 1.0673 -0.6717 2.3810
H -0.2766 0.1148 2.0311
H 1.1028 0.9420 2.5501

Its SMILES is CC1=CC(C)(C)[C@@](C)([N+](=O)[O-])C=C1. The lowest unoccupied orbital energy comes out at 0.411 eV. The spin multiplicity is 1. Its molar mass is 181.235 g mol⁻¹. As for the frontier orbital gap: 9.06 eV.

natural (NBO) population analysis, charges in e, atoms 1 to 5: -0.225 -0.179 -0.155 -0.066 -0.061

***

Ordering by calculated energy gives the sequence entry 2, entry 3, entry 4, entry 1, with the first entry being the most stable.